Formula: C61H68AsN9O6Y
Source: the Open Molecules 2025 dataset
Level of theory: ωB97M-V/def2-TZVPD

Element x y z (Å)
Y: 0.434193 -0.189605 0.437220
C: -5.956286 2.590158 0.649552
C: -4.519044 2.650006 0.207580
C: -4.171317 2.773483 -1.133900
C: -2.849488 2.772135 -1.549545
C: -1.785107 2.635396 -0.648616
N: -0.457970 2.456293 -0.972226
C: 0.135920 3.262651 -1.855981
C: -0.437439 4.465620 -2.363567
C: 0.214415 5.312381 -3.226724
C: 1.522855 5.065833 -3.641960
C: 2.256261 5.988355 -4.578834
C: 2.127888 3.936078 -3.120583
C: 1.473100 3.035094 -2.282466
N: 2.270866 1.913536 -1.844552
C: 3.323758 1.456922 -2.550375
C: 4.081178 0.646596 -1.740301
C: 3.377472 0.633535 -0.537234
N: 2.274643 1.378404 -0.598794
C: -2.163686 2.591574 0.707546
C: -3.480029 2.575920 1.127624
N: -1.129864 2.775311 1.677886
C: -1.003446 3.942740 2.359210
C: 0.311178 4.094612 2.698516
C: 0.941137 2.966867 2.148187
N: 0.082096 2.180420 1.530071
H: -6.623754 2.573931 -0.211824
H: -6.150165 1.689696 1.235784
H: -6.224230 3.450418 1.268166
H: -4.957636 2.834005 -1.878520
H: -2.620674 2.849866 -2.604302
H: -1.430726 4.728592 -2.025792
H: -0.292910 6.210435 -3.565020
H: 1.742907 6.947954 -4.654690
H: 3.274584 6.183885 -4.235314
H: 2.326156 5.575440 -5.589169
H: 3.173210 3.773043 -3.351748
H: 3.470793 1.739197 -3.576201
H: 4.999104 0.145910 -1.989136
H: 3.627788 0.144252 0.387693
H: -3.690454 2.513302 2.191119
H: -1.857637 4.583489 2.495395
H: 0.764388 4.887902 3.265282
H: 1.986571 2.731384 2.138722
C: 0.297985 -5.185117 -2.841729
C: 0.178948 -3.663028 -2.974213
C: 0.798016 -3.191587 -4.286744
C: -1.273406 -3.270463 -2.799454
C: -2.162394 -3.458759 -3.856363
C: -3.519885 -3.266865 -3.690086
C: -4.001433 -2.884663 -2.446984
C: -3.148740 -2.676734 -1.372668
C: -3.748070 -2.310604 -0.026808
C: -4.606835 -1.046727 -0.078424
C: -4.559026 -3.484450 0.530894
C: -1.761770 -2.863825 -1.548231
N: -0.886449 -2.659314 -0.438962
C: -0.977158 -3.685069 0.380590
O: -1.558053 -4.772913 0.198483
C: -0.253564 -3.531501 1.689455
C: -0.293495 -4.628330 2.540768
C: 0.482519 -4.632360 3.679288
C: 1.288365 -3.536079 3.914762
C: 1.217121 -2.452491 3.052040
N: 0.438930 -2.414939 1.962458
C: 2.013481 -1.242965 3.444423
O: 2.891578 -1.413197 4.303490
N: 1.612322 -0.081800 2.917387
C: 2.019463 0.963810 3.813272
C: 3.310078 1.506448 3.819865
C: 3.602220 2.550385 4.689623
C: 2.658031 3.022854 5.585636
C: 1.408196 2.428905 5.627328
C: 1.072123 1.402970 4.752827
C: -0.279952 0.724982 4.865511
C: -0.231400 -0.338772 5.968428
C: -1.435682 1.694312 5.105466
C: 4.404217 0.963104 2.927055
C: 5.516003 0.322176 3.760392
C: 4.977893 2.030487 1.992662
H: 1.345741 -5.499244 -2.824749
H: -0.187940 -5.672303 -3.691760
H: -0.195076 -5.532797 -1.932207
H: 0.726900 -3.195631 -2.155082
H: 0.252601 -3.570405 -5.153493
H: 1.825274 -3.554007 -4.369295
H: 0.812924 -2.105586 -4.337178
H: -1.788171 -3.783050 -4.820120
H: -4.201850 -3.419642 -4.518505
H: -5.068281 -2.743946 -2.311726
H: -2.922307 -2.106068 0.654875
H: -5.436834 -1.142394 -0.783473
H: -4.010185 -0.179292 -0.355498
H: -5.034328 -0.852298 0.909345
H: -5.449553 -3.654212 -0.081372
H: -4.890660 -3.266867 1.549648
H: -3.962908 -4.395642 0.539094
H: -0.913931 -5.457407 2.234918
H: 0.478948 -5.477542 4.356384
H: 1.962657 -3.462469 4.754280
H: 4.595505 2.985452 4.684170
H: 2.901851 3.832906 6.262189
H: 0.677916 2.777247 6.347851
H: -0.465131 0.213201 3.919739
H: -0.095143 0.138286 6.943076
H: 0.602294 -1.024901 5.814998
H: -1.160271 -0.913687 5.995215
H: -1.368373 2.168781 6.087432
H: -2.385718 1.156511 5.068525
H: -1.454981 2.479644 4.350030
H: 3.951319 0.171690 2.329212
H: 5.999603 1.068381 4.396103
H: 6.281001 -0.110788 3.110019
H: 5.101964 -0.462029 4.392796
H: 5.483964 2.813270 2.562109
H: 4.205491 2.501707 1.382643
H: 5.710882 1.590387 1.311560
C: 4.192482 -2.422634 0.951272
As: 2.614987 -2.451453 -0.228784
C: 2.232059 -4.344419 0.069316
C: 3.577862 -2.599007 -1.933592
H: 4.728067 -3.367906 0.853163
H: 3.900577 -2.288300 1.993286
H: 4.866723 -1.612300 0.671399
H: 3.047783 -4.931303 -0.353493
H: 1.290225 -4.643257 -0.381818
H: 2.185369 -4.525689 1.143251
H: 3.684292 -3.649845 -2.201691
H: 4.564100 -2.151907 -1.831200
H: 3.032407 -2.077798 -2.715801
O: 0.337167 -0.311016 -1.934423
C: -0.910749 -0.101112 -1.895881
O: -1.540730 -0.069838 -0.802138
C: -1.620007 0.184264 -3.179330
C: -0.878812 0.520250 -4.305440
C: -1.508767 0.826475 -5.503591
C: -2.890267 0.788982 -5.588178
C: -3.608392 0.471603 -4.448242
C: -3.004433 0.183182 -3.240191
N: -5.075856 0.433856 -4.528553
O: -5.586862 0.519319 -5.631459
O: -5.699958 0.293661 -3.495460
H: 0.197806 0.559795 -4.216286
H: -0.923636 1.094223 -6.373108
H: -3.415872 1.005149 -6.506510
H: -3.593535 -0.039131 -2.367885

Forces on atoms 1 to 3 (eV/Å):
Y -0.2934 0.0590 -0.4310
C 0.0111 0.0051 -0.0008
C -0.0007 -0.0293 -0.0324

Computed properties:
- Charge: -1

Atom charges from the Mulliken analysis, given in e for atoms 1 to 6: -0.609 -1.781 0.525 -1.007 -0.648 0.522


Formula: C61H68BGe2NO4PtS4
Source: the Open Molecules 2025 dataset
Level of theory: ωB97M-V/def2-TZVPD

Element x y z (Å)
Pt: 3.333128 0.056400 -0.391500
N: 5.947697 -1.175871 0.359910
C: 7.073432 -0.248199 0.270682
C: 6.610623 1.207607 0.413265
C: 6.040925 1.743530 -0.916476
O: 6.738498 2.552088 -1.541202
O: 4.916753 1.279379 -1.304951
H: 5.629331 -1.269602 1.315986
H: 6.147184 -2.094304 -0.011243
H: 7.547996 -0.374138 -0.704323
H: 7.832677 -0.463901 1.034303
H: 7.455389 1.840552 0.681430
H: 5.842073 1.263095 1.190439
C: 0.577906 2.028038 5.759715
C: -0.375841 1.196189 4.941437
C: -0.113936 -0.141896 4.690170
C: -0.950263 -0.914585 3.892125
C: -0.646176 -2.375896 3.701683
C: -2.053373 -0.304843 3.280522
C: -2.361566 1.034129 3.558929
C: -3.541480 1.733609 2.927581
C: -1.521905 1.759456 4.396137
C: -2.927677 -1.098953 2.363666
C: -3.965619 -1.823783 2.944752
C: -4.832482 -2.576406 2.170008
C: -4.661704 -2.607622 0.797738
C: -3.632389 -1.890542 0.190159
C: -2.759719 -1.104949 0.961310
Ge: -1.173400 -0.212523 0.083335
S: 0.530936 -1.497689 0.064290
S: -0.862918 1.929201 0.815448
Ge: -0.097407 2.150844 -1.313854
S: 2.049230 1.932205 -1.404452
S: -1.521970 0.530266 -2.042436
C: -0.568332 3.870715 -2.248005
C: -0.682307 5.083631 -1.545224
C: -0.953459 6.268534 -2.229215
C: -1.108031 6.279303 -3.604294
C: -0.982113 5.092252 -4.304475
C: -0.709327 3.893911 -3.646838
C: -0.551665 2.676295 -4.503820
C: -1.684404 1.966655 -4.923634
C: -3.086850 2.367468 -4.527816
C: -1.523460 0.850694 -5.737384
C: -0.270131 0.431510 -6.155230
C: -0.105294 -0.814584 -6.987957
C: 0.835709 1.181744 -5.779484
C: 0.719826 2.307776 -4.970704
C: 1.962916 3.094181 -4.643115
C: -0.525803 5.204723 -0.061556
C: 0.725886 5.484677 0.495295
C: 1.956445 5.569624 -0.366373
C: 0.817603 5.682661 1.871700
C: -0.294584 5.613818 2.696144
C: -0.178368 5.840886 4.182205
C: -1.529583 5.332440 2.122589
C: -1.661832 5.128539 0.756264
C: -3.005513 4.792428 0.162980
C: -3.524578 -1.973306 -1.301099
C: -4.207401 -1.045401 -2.096122
C: -4.992115 0.074108 -1.463915
C: -4.123192 -1.141261 -3.480891
C: -3.371647 -2.134606 -4.092165
C: -3.266351 -2.224397 -5.593926
C: -2.717580 -3.058101 -3.288573
C: -2.789586 -3.004686 -1.900860
C: -2.078895 -4.044801 -1.076101
H: 1.216395 1.396698 6.379339
H: 0.042042 2.726012 6.405868
H: 1.223141 2.610522 5.096173
H: 0.774601 -0.602878 5.112920
H: -0.015469 -2.748328 4.510750
H: -0.109018 -2.518177 2.759357
H: -1.556804 -2.975620 3.646667
H: -4.286586 1.029675 2.560093
H: -3.190451 2.326463 2.078245
H: -4.017773 2.408852 3.643270
H: -1.754208 2.802892 4.593069
H: -4.084730 -1.799699 4.022919
H: -5.634471 -3.138759 2.634807
H: -5.325518 -3.203912 0.179481
H: -1.034340 7.189955 -1.660826
H: -1.313724 7.205930 -4.127062
H: -1.093584 5.076885 -5.383914
H: -3.121136 3.371215 -4.107225
H: -3.463722 1.672522 -3.773430
H: -3.748799 2.326819 -5.397026
H: -2.406897 0.293669 -6.040252
H: -1.003269 -1.019327 -7.574511
H: 0.078908 -1.676499 -6.340263
H: 0.743715 -0.722167 -7.667194
H: 1.823901 0.884968 -6.120437
H: 2.627022 3.124156 -5.509346
H: 2.501315 2.622492 -3.818552
H: 1.731510 4.114674 -4.341033
H: 1.794715 6.224370 -1.226033
H: 2.214365 4.579830 -0.753655
H: 2.807662 5.941125 0.205000
H: 1.790502 5.892416 2.306840
H: 0.861853 5.986072 4.476464
H: -0.570901 4.985553 4.733290
H: -0.747871 6.723047 4.487621
H: -2.409170 5.255212 2.757633
H: -3.783157 4.822026 0.927473
H: -2.975410 3.785399 -0.265158
H: -3.269994 5.483457 -0.640885
H: -5.622997 -0.291460 -0.652326
H: -5.620904 0.574351 -2.201877
H: -4.304210 0.811956 -1.037557
H: -4.640275 -0.408841 -4.094946
H: -3.816413 -1.414283 -6.075160
H: -3.667316 -3.174637 -5.956659
H: -2.221335 -2.163343 -5.906588
H: -2.124831 -3.841715 -3.753180
H: -1.906602 -4.947695 -1.664584
H: -2.646327 -4.302642 -0.180781
H: -1.111465 -3.656037 -0.741936
C: 1.320962 -7.394725 2.644115
C: 2.819319 -7.176888 2.917820
C: 3.639420 -7.960666 1.881656
C: 3.153816 -7.743648 4.300630
C: 3.095669 -5.675061 2.821822
C: 3.227715 -4.880171 3.956779
C: 3.308812 -3.483012 3.885622
C: 3.268159 -2.901682 2.643235
O: 3.292067 -1.592281 2.286061
B: 3.193743 -1.537293 0.859077
O: 3.244965 -2.897024 0.402384
C: 3.211195 -3.690888 1.493772
C: 3.096809 -5.059298 1.559631
H: 1.071897 -8.462043 2.659354
H: 1.046015 -6.984710 1.670638
H: 0.722144 -6.881700 3.399858
H: 3.475182 -9.034073 2.014523
H: 4.705592 -7.755349 2.004674
H: 3.354842 -7.705080 0.860582
H: 3.034120 -8.830048 4.286095
H: 2.490815 -7.344854 5.070933
H: 4.187614 -7.518013 4.574329
H: 3.259001 -5.336040 4.938369
H: 3.377026 -2.885081 4.787679
H: 2.971189 -5.621884 0.642497

Forces on atoms 1 to 3 (eV/Å):
Pt -0.1207 0.2744 -0.3460
N 0.0881 0.0783 -0.0183
C -0.1093 0.0343 0.0582

Computed properties:
- ⟨S²⟩: 2.01
- Charge: -2
- Multiplicity: 3

Atom charges from the Mulliken analysis, given in e for atoms 1 to 6: -0.140 -0.210 -0.718 -0.523 0.479 -0.770


Listing ΔE to the lowest compared entry with this formula, charge and spin for the structures above in their given order: 0.0; 7.5 kJ/mol.